Here is a cluster of 2 separate species, C4H12NO in total from the Open Molecules 2025 dataset. Energies are from ωB97M-V/def2-TZVPD.

Positions of all 18 atoms, in Å:
O (3.365, -0.353, 0.403)
C (1.821, -0.547, 0.556)
C (0.877, 0.064, -0.423)
N (-3.024, 0.179, -0.521)
C (-2.976, -0.719, 0.637)
C (1.359, 1.446, -0.629)
H (3.707, -1.095, -0.116)
H (1.822, -0.023, 1.508)
H (1.759, -1.647, 0.611)
H (0.829, -0.543, -1.326)
H (-2.830, -0.109, -1.481)
H (-2.274, 0.809, -0.252)
H (-2.036, -1.185, 0.941)
H (-3.775, -1.456, 0.726)
H (-3.378, -0.041, 1.412)
H (2.210, 1.247, -1.315)
H (0.719, 2.258, -1.041)
H (1.827, 1.715, 0.313)

Calculated values
Maximum force = 6.89 eV/A
Energy = -289.1224 Eh
Net charge = +1
2S+1 = 1
Relative energy (zero: lowest compared OMol25 entry of this formula, charge and spin) = 662.8 kJ/mol
Kohn-Sham gap = 4.108 eV

Population analysis type Mulliken, resulting atomic charges in e: -0.43 -0.79 0.48 -0.51 -0.67 -0.83 0.34 0.39 0.43 0.22 0.24 0.20 0.16 0.34 0.33 0.37 0.35 0.36

Here is a structure of composition C37H34CoI2N8P2 from the Open Molecules 2025 dataset. Energies are from ωB97M-V/def2-TZVPD.

Positions of all 84 atoms, in Å:
Co (0.158, -0.369, 0.919)
C (3.966, 2.578, 3.525)
N (3.316, 1.402, 2.931)
C (3.816, 0.133, 2.951)
C (2.917, -0.652, 2.295)
N (1.858, 0.128, 1.892)
C (2.135, 1.365, 2.284)
P (1.125, 2.798, 1.849)
C (0.941, 2.310, 0.107)
N (0.576, 1.106, -0.362)
C (0.583, 1.232, -1.735)
C (0.954, 2.493, -2.075)
N (1.174, 3.159, -0.909)
C (1.578, 4.569, -0.806)
C (-0.471, 2.101, 2.331)
N (-0.953, 0.940, 1.884)
C (-2.211, 0.818, 2.426)
C (-2.469, 1.904, 3.202)
N (-1.368, 2.706, 3.130)
C (-1.205, 3.985, 3.833)
H (4.761, 2.232, 4.179)
H (3.247, 3.143, 4.112)
H (4.391, 3.207, 2.746)
H (4.763, -0.106, 3.404)
H (2.995, -1.703, 2.087)
H (0.323, 0.450, -2.418)
H (1.079, 2.956, -3.039)
H (1.628, 4.977, -1.810)
H (2.558, 4.647, -0.341)
H (0.844, 5.128, -0.231)
H (-2.870, -0.003, 2.217)
H (-3.342, 2.176, 3.771)
H (-2.178, 4.298, 4.197)
H (-0.823, 4.739, 3.150)
H (-0.527, 3.868, 4.676)
I (-0.060, -1.806, 3.191)
C (-2.023, -2.018, 3.863)
C (-2.128, -1.904, 5.221)
C (-3.347, -2.221, 5.851)
C (-4.376, -2.699, 5.098)
C (-4.263, -2.829, 3.690)
C (-5.324, -3.415, 2.960)
C (-5.229, -3.599, 1.614)
C (-4.106, -3.103, 0.931)
C (-3.064, -2.478, 1.586)
P (-1.914, -1.697, 0.389)
C (-1.512, -3.089, -0.707)
C (-1.153, -4.300, -0.110)
C (-0.914, -5.421, -0.888)
C (-1.033, -5.343, -2.270)
C (-1.378, -4.141, -2.870)
C (-1.614, -3.013, -2.095)
C (-2.988, -0.558, -0.548)
C (-2.399, 0.142, -1.595)
C (-3.130, 1.011, -2.385)
C (-4.477, 1.213, -2.114)
C (-5.074, 0.542, -1.058)
C (-4.338, -0.338, -0.275)
C (-3.080, -2.417, 3.012)
H (-1.279, -1.611, 5.824)
H (-3.436, -2.123, 6.924)
H (-5.303, -3.002, 5.567)
H (-6.205, -3.738, 3.501)
H (-6.017, -4.091, 1.062)
H (-4.082, -3.200, -0.148)
H (-1.092, -4.381, 0.971)
H (-0.652, -6.359, -0.417)
H (-0.869, -6.223, -2.878)
H (-1.482, -4.081, -3.945)
H (-1.902, -2.092, -2.583)
H (-1.358, -0.030, -1.803)
H (-2.658, 1.528, -3.211)
H (-5.058, 1.893, -2.723)
H (-6.123, 0.697, -0.841)
H (-4.832, -0.840, 0.544)
I (2.710, -3.727, -3.467)
C (2.067, -3.067, -1.639)
C (2.103, -3.732, -0.437)
N (1.539, -2.928, 0.479)
N (1.120, -1.761, -0.061)
C (1.449, -1.850, -1.350)
H (2.483, -4.706, -0.176)
H (1.343, -3.158, 1.438)
H (1.250, -1.056, -2.037)

Calculated values
Maximum force = 1.61 eV/A
Energy = -4528.4351 Eh
Net charge = +3
2S+1 = 1
Relative energy (zero: lowest compared OMol25 entry of this formula, charge and spin) = 17.6 kJ/mol
Kohn-Sham gap (alpha / beta) = 6.359 / 6.368 eV

Population analysis type Mulliken, resulting atomic charges in e: -0.70 -0.80 0.06 -0.71 -0.45 0.65 0.01 -0.34 0.14 0.62 -0.55 -1.43 0.11 -0.80 -0.07 1.45 -0.83 -0.97 0.08 -0.78 0.33 0.35 0.32 0.49 0.49 0.80 0.50 0.34 0.34 0.34 0.74 0.53 0.33 0.35 0.32 0.57 0.77 -0.76 -1.01 -0.87 0.70 -0.91 -0.98 -1.10 1.03 2.47 0.41 -0.48 -0.82 -0.72 -0.83 -0.34 1.15 -0.63 -0.80 -0.86 -0.89 -0.78 -0.58 0.47 0.45 0.46 0.48 0.48 0.57 0.41 0.53 0.47 0.52 0.47 -0.08 0.52 0.45 0.50 0.35 0.22 -1.16 0.06 -0.09 1.38 -0.42 0.54 -0.16 0.54

Here is the ion C5H12N with charge +2 from the Open Molecules 2025 dataset. Energies are from ωB97M-V/def2-TZVPD.

Positions of all 18 atoms, in Å:
C (-1.402, -1.795, -0.089)
C (-1.037, -0.702, 0.888)
C (-1.132, 0.728, 0.394)
C (0.193, 1.263, 0.095)
C (1.128, 0.475, -0.492)
N (2.475, 0.916, -0.842)
H (-0.845, -1.793, -1.032)
H (-1.301, -2.771, 0.378)
H (-2.457, -1.641, -0.347)
H (-1.604, -0.861, 1.843)
H (-0.106, -0.798, 1.527)
H (-1.964, 0.833, -0.340)
H (-1.700, 1.354, 1.114)
H (0.325, 2.318, 0.330)
H (0.949, -0.586, -0.606)
H (2.821, 1.612, -0.187)
H (3.167, 0.161, -0.844)
H (2.491, 1.289, -1.792)

Calculated values
Maximum force = 1.84 eV/A
Energy = -251.6461 Eh
Net charge = +2
2S+1 = 2
Relative energy (zero: lowest compared OMol25 entry of this formula, charge and spin) = 195.4 kJ/mol
Kohn-Sham gap (alpha / beta) = 11.293 / 5.958 eV

Population analysis type Mulliken, resulting atomic charges in e: -1.09 -0.69 -0.35 -0.27 -0.15 -0.21 0.35 0.37 0.40 0.40 0.47 0.39 0.48 0.41 0.30 0.40 0.40 0.40

Here is the ion CH3Cl2N4 with charge +1 from the Open Molecules 2025 dataset. Energies are from ωB97M-V/def2-TZVPD.

Positions of all 10 atoms, in Å:
C (-0.486, 0.695, -1.072)
N (0.706, 0.920, -0.705)
N (-0.190, -0.256, 0.895)
N (-1.152, -0.096, -0.118)
N (0.904, 0.211, 0.380)
Cl (-2.631, -0.917, 0.075)
Cl (2.104, -1.430, -0.115)
H (-0.870, 1.307, -2.024)
H (-0.062, -0.949, 1.667)
H (1.676, 0.515, 1.018)

Calculated values
Maximum force = 3.97 eV/A
Energy = -1178.8135 Eh
Net charge = +1
2S+1 = 1
Relative energy (zero: lowest compared OMol25 entry of this formula, charge and spin) = 322.7 kJ/mol
Structure (SMILES) = ClN1C=N[N@H+](Cl)N1
Kohn-Sham gap (alpha / beta) = 7.914 / 7.915 eV

Population analysis type Mulliken, resulting atomic charges in e: 0.11 -0.40 -0.04 0.04 0.11 0.16 -0.13 0.41 0.34 0.42

Here is a structure of composition C2H4F3FeNO4S from the Open Molecules 2025 dataset. Energies are from ωB97M-V/def2-TZVPD.

Positions of all 16 atoms, in Å:
O (-0.406, -1.071, 1.185)
C (-0.228, -2.009, 2.217)
Fe (0.796, -0.383, -0.025)
H (0.335, -1.560, 3.050)
H (-1.202, -2.350, 2.603)
H (0.348, -2.874, 1.855)
O (-0.987, 1.069, 0.171)
H (-1.380, -0.059, 0.978)
N (0.135, 1.327, -0.670)
S (0.816, 2.748, -0.454)
O (2.280, 2.771, -0.538)
O (0.119, 3.759, -1.254)
C (0.519, 3.355, 1.305)
F (-0.579, 4.086, 1.375)
F (1.543, 4.072, 1.744)
F (0.380, 2.288, 2.105)

Calculated values
Maximum force = 9.12 eV/A
Energy = -2395.2726 Eh
Net charge = +1
2S+1 = 6
Kohn-Sham gap (alpha / beta) = 9.093 / 7.474 eV

Population analysis type Mulliken, resulting atomic charges in e: -0.57 -0.51 1.08 0.31 0.25 0.24 -0.54 0.61 -0.05 1.18 -0.55 -0.57 0.71 -0.18 -0.18 -0.22

Here is an isolated molecule of C5H10S3 from the Open Molecules 2025 dataset. Energies are from ωB97M-V/def2-TZVPD.

Positions of all 18 atoms, in Å:
C (-0.712, 0.325, 1.718)
C (-0.680, 0.332, 0.384)
C (-1.171, 1.329, 2.704)
C (-0.363, -0.868, -0.477)
C (0.921, -0.684, -1.596)
S (2.436, 0.035, -0.884)
S (1.349, -2.234, -2.416)
S (0.140, 0.582, -2.760)
H (-0.480, -0.603, 2.176)
H (-0.750, 1.230, -0.234)
H (-2.237, 0.979, 2.733)
H (-0.730, 1.200, 3.726)
H (-1.055, 2.384, 2.452)
H (-0.020, -1.750, 0.208)
H (-1.272, -1.158, -1.077)
H (2.071, 1.278, -0.502)
H (2.711, -2.046, -2.490)
H (-0.158, -0.332, -3.665)

Calculated values
Maximum force = 3.38 eV/A
Energy = -1390.9990 Eh
2S+1 = 1
Relative energy (zero: lowest compared OMol25 entry of this formula, charge and spin) = 189.2 kJ/mol
Structure (SMILES) = C/C=C/CC(S)(S)S
Kohn-Sham gap = 9.648 eV

Population analysis type Mulliken, resulting atomic charges in e: -0.24 -0.14 -1.09 -0.54 -0.09 -0.18 -0.17 -0.16 0.31 0.39 0.26 0.29 0.31 0.29 0.33 0.15 0.16 0.15

Here is a cluster of 2 separate species, C25H34F6N3 in total from the Open Molecules 2025 dataset. Energies are from ωB97M-V/def2-TZVPD.

Positions of all 68 atoms, in Å:
C (-2.295, -1.470, -4.366)
C (-2.238, -0.912, -2.959)
N (-1.526, 0.354, -2.745)
C (-0.086, 0.382, -3.013)
C (0.360, 0.494, -4.465)
C (-2.225, 1.609, -3.002)
C (-3.548, 1.540, -3.741)
H (-2.598, -2.519, -4.308)
H (-3.032, -0.944, -4.980)
H (-1.324, -1.439, -4.865)
H (-3.258, -0.771, -2.571)
H (-1.740, -1.648, -2.311)
H (0.309, 1.241, -2.445)
H (0.339, -0.521, -2.555)
H (1.353, 0.950, -4.490)
H (0.444, -0.493, -4.926)
H (-0.312, 1.120, -5.060)
H (-2.376, 2.084, -2.019)
H (-1.530, 2.268, -3.544)
H (-3.981, 2.545, -3.744)
H (-3.423, 1.253, -4.791)
H (-4.258, 0.867, -3.254)
C (4.345, -4.009, 1.564)
N (3.679, -3.818, 0.304)
C (4.129, -4.661, -0.796)
C (5.147, -3.896, -1.588)
F (5.697, -4.582, -2.626)
F (4.581, -2.745, -2.094)
F (6.170, -3.490, -0.758)
C (2.682, -2.906, 0.171)
C (1.673, -3.040, -0.822)
C (0.575, -2.211, -0.805)
C (0.467, -1.113, 0.105)
C (-0.654, -0.246, 0.069)
C (-0.989, 0.678, 1.094)
C (-1.675, 1.883, 0.765)
C (-1.809, 2.896, 1.683)
C (-1.447, 2.685, 3.042)
N (-1.556, 3.682, 3.983)
C (-1.313, 5.067, 3.639)
C (-2.291, 3.466, 5.228)
C (-1.431, 3.152, 6.417)
F (-2.046, 3.465, 7.599)
F (-1.114, 1.810, 6.476)
F (-0.247, 3.840, 6.370)
C (-0.956, 1.411, 3.422)
C (-0.693, 0.448, 2.474)
C (1.563, -0.916, 1.007)
C (2.612, -1.806, 1.064)
H (3.621, -3.982, 2.388)
H (4.831, -4.989, 1.565)
H (5.098, -3.227, 1.743)
H (4.635, -5.536, -0.374)
H (3.301, -4.913, -1.461)
H (1.733, -3.850, -1.547)
H (-0.244, -2.413, -1.495)
H (-1.348, -0.323, -0.759)
H (-2.028, 2.015, -0.257)
H (-2.228, 3.862, 1.399)
H (-1.172, 5.168, 2.558)
H (-2.156, 5.693, 3.958)
H (-0.404, 5.435, 4.140)
H (-2.803, 4.405, 5.475)
H (-2.978, 2.621, 5.106)
H (-0.741, 1.225, 4.468)
H (-0.256, -0.500, 2.793)
H (1.574, -0.058, 1.672)
H (3.412, -1.664, 1.793)

Calculated values
Maximum force = 2.11 eV/A
Energy = -1736.2314 Eh
Net charge = +1
2S+1 = 1
Kohn-Sham gap = 5.909 eV

Population analysis type Mulliken, resulting atomic charges in e: -1.23 -0.72 0.86 -0.36 -1.39 -0.02 -1.44 0.44 0.30 0.13 0.49 0.23 0.44 -0.03 0.42 0.39 0.28 -0.13 0.40 0.48 0.25 0.34 -1.20 0.13 -0.95 1.03 -0.26 -0.26 -0.27 1.27 -0.69 -0.85 1.12 0.34 -0.44 -1.02 -0.38 0.71 0.22 -1.11 -1.10 0.97 -0.27 -0.27 -0.27 -0.29 -1.15 -1.08 -0.65 0.45 0.33 0.36 0.34 0.28 0.24 0.17 0.52 0.19 0.46 0.43 0.36 0.27 0.40 0.42 0.56 0.63 0.71 0.45

Here is a cluster of 2 separate species, CClIOS in total from the Open Molecules 2025 dataset. Energies are from ωB97M-V/def2-TZVPD.

Positions of all 5 atoms, in Å:
C (-0.566, 0.010, 0.477)
O (-0.484, 0.053, 1.635)
S (2.074, -0.760, -1.540)
Cl (0.887, -0.050, -2.988)
I (-1.846, 0.677, -1.039)

Calculated values
Maximum force = 2.75 eV/A
Energy = -1269.3189 Eh
2S+1 = 1
Relative energy (zero: lowest compared OMol25 entry of this formula, charge and spin) = 225.3 kJ/mol
Kohn-Sham gap (alpha / beta) = 8.060 / 6.005 eV

Population analysis type Mulliken, resulting atomic charges in e: 0.16 -0.25 0.01 -0.06 0.14

Here is a cluster of 2 separate species, C4H11N2S in total from the Open Molecules 2025 dataset. Energies are from ωB97M-V/def2-TZVPD.

Positions of all 18 atoms, in Å:
C (1.754, 0.118, -3.087)
C (2.113, 0.917, -2.101)
C (-1.048, -1.643, 1.835)
C (-1.322, -0.255, 1.351)
N (-1.305, -0.213, 0.019)
N (-1.374, 0.861, 2.090)
S (1.455, 0.791, -0.379)
H (2.396, -0.107, -4.010)
H (1.031, -0.580, -2.975)
H (2.748, 1.863, -2.278)
H (-0.065, -1.896, 1.614)
H (-1.096, -1.705, 2.917)
H (-1.704, -2.428, 1.448)
H (-1.434, -1.013, -0.521)
H (-1.036, 0.682, -0.399)
H (1.844, 2.044, -0.280)
H (-1.398, 0.838, 3.100)
H (-1.557, 1.724, 1.657)

Calculated values
Maximum force = 3.85 eV/A
Energy = -666.4222 Eh
Net charge = +1
2S+1 = 1
Relative energy (zero: lowest compared OMol25 entry of this formula, charge and spin) = 120.4 kJ/mol
Kohn-Sham gap = 8.686 eV

Population analysis type Mulliken, resulting atomic charges in e: -0.62 -0.04 -1.23 0.89 -0.35 -0.35 -0.20 0.22 0.28 0.24 0.36 0.38 0.37 0.17 0.26 0.16 0.24 0.23

Here is a structure of composition C45H39Cl2N4O2PTc from the Open Molecules 2025 dataset. Energies are from ωB97M-V/def2-TZVPD.

Positions of all 94 atoms, in Å:
Tc (0.071, 0.818, 0.065)
N (4.239, -6.902, 5.313)
C (3.830, -6.043, 4.670)
C (3.318, -4.967, 3.864)
C (2.656, -3.902, 4.469)
C (2.174, -2.864, 3.691)
C (2.330, -2.894, 2.307)
C (2.984, -3.969, 1.707)
C (3.487, -4.998, 2.482)
C (1.799, -1.774, 1.491)
C (0.824, -2.080, 0.515)
C (0.245, -3.335, 0.285)
C (-0.671, -3.195, -0.754)
C (-0.643, -1.859, -1.120)
N (0.259, -1.162, -0.379)
C (2.322, -0.513, 1.727)
C (3.463, -0.175, 2.506)
C (3.665, 1.179, 2.375)
C (2.648, 1.650, 1.525)
N (1.850, 0.660, 1.128)
H (2.525, -3.892, 5.542)
H (1.654, -2.036, 4.155)
H (3.113, -3.993, 0.633)
H (4.009, -5.828, 2.024)
H (0.475, -4.237, 0.828)
H (-1.289, -3.960, -1.192)
H (-1.226, -1.375, -1.888)
H (4.062, -0.874, 3.065)
H (4.441, 1.777, 2.822)
H (2.477, 2.666, 1.201)
Cl (-3.229, 2.244, 6.569)
C (-2.500, 1.650, 5.126)
C (-2.379, 0.255, 4.952)
C (-1.822, -0.268, 3.817)
Cl (-1.708, -1.973, 3.594)
C (-1.346, 0.572, 2.780)
O (-0.866, 0.049, 1.704)
C (-1.454, 1.973, 2.985)
C (-0.982, 2.884, 2.027)
O (-0.387, 2.632, 0.939)
C (-2.047, 2.498, 4.164)
H (-2.742, -0.409, 5.726)
H (-1.125, 3.948, 2.234)
H (-2.129, 3.570, 4.291)
C (-2.001, 3.123, -1.772)
P (-2.073, 1.408, -1.193)
C (-2.565, 0.486, -2.672)
C (-1.807, 0.637, -3.835)
C (-2.137, -0.074, -4.978)
C (-3.220, -0.944, -4.968)
C (-3.979, -1.092, -3.816)
C (-3.656, -0.380, -2.669)
C (-3.415, 1.318, 0.010)
C (-3.720, 0.084, 0.589)
C (-4.703, -0.004, 1.561)
C (-5.377, 1.140, 1.973)
C (-5.085, 2.366, 1.396)
C (-4.112, 2.457, 0.410)
H (-2.958, 3.395, -2.216)
H (-1.220, 3.214, -2.525)
H (-1.761, 3.794, -0.949)
H (-0.969, 1.324, -3.860)
H (-1.562, 0.063, -5.884)
H (-3.480, -1.494, -5.862)
H (-4.834, -1.755, -3.812)
H (-4.266, -0.492, -1.783)
H (-3.180, -0.809, 0.298)
H (-4.938, -0.964, 2.001)
H (-6.140, 1.071, 2.738)
H (-5.623, 3.253, 1.703)
H (-3.907, 3.420, -0.040)
C (3.400, -0.659, -1.674)
N (2.847, -0.769, -3.055)
C (3.845, -0.304, -4.063)
C (1.471, -0.113, -3.196)
C (1.477, 1.338, -2.814)
C (1.924, 2.222, -3.799)
C (2.091, 3.572, -3.548)
C (1.806, 4.043, -2.278)
C (1.295, 3.182, -1.318)
C (1.079, 1.810, -1.541)
H (4.362, -1.163, -1.647)
H (2.702, -1.120, -0.983)
H (3.517, 0.395, -1.435)
H (2.684, -1.760, -3.235)
H (4.101, 0.728, -3.846)
H (3.415, -0.389, -5.057)
H (4.729, -0.932, -3.983)
H (0.815, -0.709, -2.574)
H (1.196, -0.256, -4.241)
H (2.141, 1.842, -4.791)
H (2.439, 4.238, -4.326)
H (1.949, 5.089, -2.039)
H (1.028, 3.619, -0.367)

Calculated values
Maximum force = 0.19 eV/A
Energy = -3449.7648 Eh
Net charge = +2
2S+1 = 4
Relative energy (zero: lowest compared OMol25 entry of this formula, charge and spin) = 0.0 kJ/mol
Kohn-Sham gap (alpha / beta) = 6.924 / 6.151 eV

Population analysis type Mulliken, resulting atomic charges in e: -0.70 -0.45 -0.26 0.59 -1.01 -0.11 -0.15 0.01 -1.03 1.81 -0.94 -0.28 -2.38 -0.29 1.89 -0.87 -0.68 -1.65 -0.70 1.26 0.50 0.58 0.49 0.48 0.83 0.57 0.50 0.71 0.54 0.53 -0.18 -0.02 -0.38 0.18 -0.18 -0.50 0.47 1.38 -0.89 -0.22 -1.32 0.54 0.37 0.53 -1.71 2.32 -0.23 -0.32 -0.88 -0.63 -0.86 0.03 0.55 -0.49 -0.89 -0.70 -0.78 -0.77 0.58 0.38 0.42 0.46 0.50 0.42 0.48 0.49 0.38 0.47 0.48 0.47 0.41 -0.91 0.15 -0.83 -0.30 1.07 -0.75 -1.00 -0.97 -0.69 1.77 0.51 0.21 0.36 0.36 0.44 0.33 0.35 -0.78 0.64 0.57 0.47 0.50 0.37